Entry 1:
ORCA calculation (ωB97M-V with the def2-TZVPD basis set) on C13H30BClInO6P2Tm as an isolated structure.

Each line ends with the natural charge from an NBO analysis.
Positions of all 55 atoms, in Å:
1 C 0.326 -2.372 2.238  -0.653
2 C -1.056 -2.302 1.595  -0.067
3 O -1.000 -1.527 0.335  -0.835
4 P -1.353 -2.215 -1.038  2.409
5 O -1.110 -3.661 -1.146  -1.032
6 C -0.313 -1.356 -2.244  -0.786
7 C 1.144 -1.151 -1.858  -0.863
8 In 1.499 0.902 -1.105  1.166
9 C 3.691 1.145 -0.969  -1.196
10 B 4.230 0.964 0.493  1.109
11 O 4.185 2.047 1.342  -0.900
12 O 4.772 -0.249 0.895  -0.919
13 C 0.531 2.098 -2.699  -0.968
14 C 1.342 1.971 -3.941  0.537
15 O 2.391 1.528 -4.039  -0.439
16 Cl 0.466 2.498 -5.397  -0.091
17 P 0.465 1.551 1.188  0.803
18 C -1.343 1.729 1.193  -0.760
19 C -1.929 1.425 2.592  -0.614
20 C 1.126 3.067 1.947  -0.755
21 C 1.631 2.791 3.379  -0.599
22 O -2.767 -1.675 -1.611  -0.904
23 C -4.033 -2.156 -1.000  -0.067
24 C -4.439 -3.531 -1.499  -0.647
25 H 1.015 -1.697 1.716  0.221
26 H 0.279 -2.036 3.281  0.237
27 H 0.735 -3.386 2.234  0.247
28 H -1.476 -3.293 1.403  0.220
29 H -1.764 -1.760 2.228  0.199
30 H -0.770 -0.396 -2.535  0.015
31 H -0.365 -2.049 -3.135  0.172
32 H 1.741 -1.170 -2.780  0.240
33 H 1.549 -1.939 -1.216  0.275
34 H 3.838 2.143 -1.394  0.254
35 H 4.089 0.395 -1.658  0.258
36 H 4.455 1.816 2.242  0.495
37 H 4.287 -0.720 1.580  0.496
38 H 0.488 3.145 -2.368  0.298
39 H -0.519 1.818 -2.906  0.142
40 H -1.624 2.745 0.889  0.252
41 H -1.751 1.024 0.456  0.224
42 H -3.003 1.234 2.531  0.236
43 H -1.757 2.269 3.269  0.232
44 H -1.438 0.559 3.053  0.207
45 H 0.291 3.776 2.012  0.241
46 H 1.922 3.488 1.324  0.280
47 H 2.417 2.030 3.377  0.209
48 H 2.011 3.712 3.828  0.249
49 H 0.821 2.394 4.002  0.211
50 H -3.932 -2.108 0.089  0.205
51 H -4.773 -1.402 -1.282  0.206
52 H -3.970 -4.339 -0.935  0.247
53 H -4.180 -3.646 -2.557  0.216
54 H -5.528 -3.619 -1.417  0.252
55 Tm -1.545 -0.510 -3.979  1.835

<S²>: 2.01
electronic energy: -92716.5839 eV
charge: +2
frontier orbital gap (alpha / beta): 5.51 / 5.61 eV
spin multiplicity: 3

Entry 2:
ORCA calculation (ωB97M-V with the def2-TZVPD basis set) on a 2-piece molecular cluster, CH4O2S overall.

Each line ends with the natural charge from an NBO analysis.
Positions of all 8 atoms, in Å:
1 O 1.443 -0.094 0.703  -0.567
2 C 1.650 -0.750 -0.265  0.646
3 O 0.721 -1.477 -0.923  -0.685
4 H 2.598 -0.767 -0.811  0.113
5 H -0.127 -1.340 -0.481  0.495
6 S -1.650 1.009 0.212  -0.307
7 H -1.186 2.271 0.060  0.155
8 H -2.658 1.579 0.913  0.151

electronic energy: -16031.9107 eV
frontier orbital gap: 10.45 eV
relative energy (zero: lowest compared OMol25 entry of this formula, charge and spin): 15.9 kJ/mol

Entry 3:
ORCA calculation (ωB97M-V with the def2-TZVPD basis set) on a 7-piece molecular cluster, C8H30O8 overall.

Each line ends with the natural charge from an NBO analysis.
Positions of all 46 atoms, in Å:
1 O 24.318 1.454 -7.098  -0.733
2 C 23.693 0.366 -7.758  -0.088
3 C 22.961 -0.522 -6.777  -0.088
4 O 21.860 0.171 -6.234  -0.758
5 H 23.625 2.092 -6.897  0.474
6 H 22.964 0.726 -8.495  0.169
7 H 24.465 -0.193 -8.289  0.173
8 H 23.649 -0.846 -5.985  0.156
9 H 22.601 -1.421 -7.293  0.169
10 H 22.120 0.525 -5.369  0.500
11 C 22.446 3.631 -0.932  -0.246
12 O 21.561 4.630 -1.397  -0.719
13 H 22.241 3.345 0.104  0.161
14 H 22.433 2.732 -1.561  0.171
15 H 23.458 4.031 -0.984  0.166
16 H 20.671 4.268 -1.371  0.466
17 C 25.467 -0.281 -0.691  -0.251
18 O 24.565 -1.298 -0.309  -0.721
19 H 25.853 -0.445 -1.708  0.157
20 H 24.959 0.680 -0.698  0.187
21 H 26.328 -0.228 -0.016  0.165
22 H 25.071 -2.114 -0.286  0.465
23 C 20.905 -2.515 -0.444  -0.252
24 O 19.722 -2.378 0.332  -0.726
25 H 21.773 -2.496 0.225  0.173
26 H 20.934 -3.413 -1.057  0.165
27 H 21.025 -1.623 -1.063  0.173
28 H 19.235 -3.204 0.313  0.467
29 C 22.800 -0.167 -3.082  -0.260
30 O 22.564 1.083 -3.736  -0.764
31 H 23.714 -0.643 -3.459  0.160
32 H 22.866 -0.048 -2.002  0.185
33 H 21.979 -0.825 -3.365  0.188
34 H 23.337 1.646 -3.595  0.504
35 C 18.885 -2.107 -4.735  -0.253
36 O 18.237 -3.012 -5.607  -0.719
37 H 19.219 -2.597 -3.811  0.151
38 H 19.747 -1.622 -5.208  0.177
39 H 18.165 -1.336 -4.474  0.184
40 H 18.892 -3.640 -5.923  0.460
41 C 25.775 2.116 -4.106  -0.259
42 O 24.838 2.663 -3.183  -0.752
43 H 25.969 2.805 -4.930  0.182
44 H 26.709 1.833 -3.613  0.166
45 H 25.324 1.225 -4.541  0.194
46 H 25.234 3.456 -2.813  0.483

electronic energy: -25159.3850 eV
frontier orbital gap: 10.20 eV
relative energy (zero: lowest compared OMol25 entry of this formula, charge and spin): 377.1 kJ/mol

Entry 4:
ORCA calculation (ωB97M-V with the def2-TZVPD basis set) on C21H23CrF3N2O7S2 as an isolated structure.

Each line ends with the natural charge from an NBO analysis.
Positions of all 59 atoms, in Å:
1 Cr 0.167 1.175 -0.581  1.297
2 C 1.150 -4.704 4.760  -0.640
3 C 0.798 -3.428 4.049  0.043
4 C 1.159 -3.227 2.716  -0.207
5 C 0.819 -2.064 2.052  -0.184
6 C 0.108 -1.084 2.737  -0.321
7 C -0.270 -1.258 4.064  -0.161
8 C 0.087 -2.429 4.710  -0.211
9 S -0.376 0.392 1.941  2.321
10 O 0.815 1.159 1.495  -0.939
11 O -1.349 1.043 2.747  -0.865
12 N -0.848 -0.024 0.442  -0.814
13 C -2.098 -0.406 -0.084  0.121
14 C -3.164 -0.962 0.556  -0.196
15 C -4.304 -1.331 -0.201  -0.169
16 C -4.357 -1.154 -1.553  -0.188
17 C -3.259 -0.566 -2.233  -0.094
18 C -3.198 -0.327 -3.624  -0.075
19 C -2.093 0.266 -4.168  -0.260
20 C -1.035 0.655 -3.329  0.107
21 N -1.056 0.445 -2.031  -0.499
22 C -2.149 -0.179 -1.478  0.213
23 H 1.875 -5.289 4.197  0.224
24 H 0.259 -5.319 4.903  0.238
25 H 1.565 -4.499 5.747  0.235
26 H 1.713 -3.998 2.195  0.221
27 H 1.103 -1.910 1.020  0.224
28 H -0.828 -0.486 4.575  0.253
29 H -0.196 -2.570 5.746  0.230
30 H -3.140 -1.119 1.627  0.240
31 H -5.150 -1.767 0.314  0.236
32 H -5.232 -1.451 -2.117  0.233
33 H -4.034 -0.612 -4.251  0.237
34 H -2.025 0.464 -5.228  0.245
35 H -0.175 1.183 -3.722  0.216
36 C 1.561 -1.258 -1.895  -0.252
37 O 1.601 -0.340 -0.793  -0.525
38 C 2.917 0.105 -0.418  -0.099
39 C 3.376 1.116 -1.422  -0.091
40 O 2.261 1.968 -1.637  -0.566
41 C 2.674 3.103 -2.421  -0.247
42 H 2.323 -2.023 -1.749  0.204
43 H 1.728 -0.741 -2.840  0.190
44 H 0.575 -1.715 -1.895  0.213
45 H 3.590 -0.750 -0.346  0.211
46 H 2.798 0.555 0.565  0.235
47 H 3.683 0.660 -2.369  0.186
48 H 4.226 1.675 -1.022  0.210
49 H 3.397 3.692 -1.855  0.193
50 H 1.805 3.703 -2.644  0.234
51 H 3.137 2.752 -3.346  0.184
52 F 1.322 3.860 0.342  -0.316
53 C 0.192 4.587 0.269  0.716
54 F -0.296 4.738 1.486  -0.286
55 F 0.479 5.766 -0.257  -0.294
56 S -1.017 3.692 -0.800  2.335
57 O -1.291 2.465 0.005  -0.938
58 O -2.107 4.566 -1.019  -0.858
59 O -0.219 3.206 -1.931  -0.950

<S²>: 0.76
electronic energy: -97701.0091 eV
charge: +1
frontier orbital gap (alpha / beta): 7.14 / 7.77 eV
spin multiplicity: 2
relative energy (zero: lowest compared OMol25 entry of this formula, charge and spin): 0.0 kJ/mol